Here is a molecular structure, C24H26ClN3W in a non-equilibrium geometry from the OMol25 dataset. Energies are from ωB97M-V with the def2-TZVPD basis set.

ORCA input file:
```
! wB97M-V def2-TZVPD RIJCOSX def2/J DEFGRID3
* xyz 2 3
C -1.586 -3.762 -5.268
C -2.662 -4.013 -4.258
C -1.639 -2.487 -6.041
C -0.250 -4.375 -5.019
Cl -0.516 -1.355 -2.582
H -1.988 -2.783 -7.045
H -0.656 -1.972 -6.136
H -2.331 -1.719 -5.628
H -3.321 -4.761 -4.730
H -3.266 -3.117 -3.989
H -2.291 -4.418 -3.288
H -0.200 -5.226 -5.721
H -0.102 -4.749 -3.978
H 0.611 -3.693 -5.208
C -2.505 0.955 0.430
C -2.473 1.292 -0.957
C -2.461 0.091 -1.687
H -2.526 2.282 -1.411
C -2.377 -1.008 -0.750
C -2.370 -0.463 0.557
H -2.339 -1.056 1.481
H -2.798 1.630 1.246
H -2.375 0.085 -2.759
H -2.300 -2.068 -0.942
C 2.095 -0.954 -0.021
C 2.563 0.399 -0.195
C 2.305 0.789 -1.538
H 3.172 0.950 0.525
C 1.850 -0.357 -2.236
C 1.774 -1.454 -1.311
H 1.473 -2.479 -1.485
H 2.067 -1.555 0.893
H 2.448 1.765 -2.013
H 1.493 -0.295 -3.254
W -0.085 -0.071 -0.785
N 2.994 3.013 9.188
C 2.593 2.893 8.091
C 2.113 2.717 6.772
C 2.539 1.662 5.970
C 2.048 1.477 4.678
C 1.131 2.400 4.154
C 0.697 3.503 4.926
C 1.186 3.634 6.251
N 0.656 2.253 2.818
C 0.027 3.249 2.030
C -0.183 2.699 0.795
N 0.209 1.347 0.817
C 0.760 1.140 2.042
H 3.255 0.971 6.359
H 2.370 0.646 4.055
H -0.029 4.240 4.515
H 0.817 4.471 6.861
H -0.182 4.230 2.419
H -0.644 3.188 -0.040
H 1.210 0.222 2.403
*
```

<S²>: 2.0313
Gap between HOMO and LUMO (alpha / beta), eV: 5.24 / 5.31
E_LUMO (alpha / beta), eV: -8.24 / -8.24



Here is a gas-phase ion, C24H26F4N (charge +1) in a non-equilibrium geometry from the OMol25 dataset. Energies are from ωB97M-V with the def2-TZVPD basis set.

ORCA input file:
```
! wB97M-V def2-TZVPD RIJCOSX def2/J DEFGRID3
* xyz 1 1
F -2.902 2.415 1.205
C -2.786 1.119 1.643
C -3.922 0.309 1.642
C -3.706 -0.992 2.111
F -4.770 -1.855 2.045
C -2.508 -1.422 2.668
C -1.408 -0.532 2.743
C -0.100 -1.125 3.224
C 1.209 -0.591 2.619
C 2.162 -1.509 2.136
C 3.391 -1.033 1.710
F 4.351 -1.939 1.340
C 3.732 0.320 1.707
C 2.764 1.187 2.191
F 3.021 2.536 2.182
C 1.539 0.778 2.715
C -1.540 0.717 2.117
H -4.862 0.664 1.253
H -2.403 -2.473 2.959
H -0.188 -2.177 2.903
H 1.923 -2.580 2.016
H 4.683 0.668 1.343
H 0.820 1.506 3.096
H -0.663 1.342 1.923
C 0.652 -6.289 5.129
C 0.616 -5.899 6.595
C -0.146 -4.602 6.847
N 0.076 -3.537 5.857
C -0.666 -2.354 5.992
C -0.595 -1.318 5.048
C -0.896 0.083 5.474
C -1.153 0.308 6.998
C -1.940 -0.848 7.597
C -1.242 -2.195 7.365
C 0.529 -3.834 4.519
C 1.268 -5.160 4.322
H 1.247 -7.193 4.994
H -0.364 -6.493 4.771
H 0.127 -6.681 7.184
H 1.634 -5.801 6.987
H -1.224 -4.833 6.887
H 0.128 -4.240 7.845
H 0.509 -1.377 4.547
H -0.009 0.677 5.207
H -1.736 0.543 4.935
H -0.191 0.408 7.533
H -1.713 1.244 7.129
H -2.040 -0.717 8.684
H -2.945 -0.891 7.172
H -1.977 -2.987 7.551
H -0.429 -2.290 8.123
H -0.342 -3.838 3.833
H 1.252 -3.073 4.201
H 2.321 -5.019 4.596
H 1.236 -5.380 3.245
*
```

Gap between HOMO and LUMO, eV: 8.19
E_LUMO, eV: -3.85
SMILES: Fc1cc(F)cc(C(c2cc(F)cc(F)c2)[C@@H]2CCCCC2=[N+]2CCCCC2)c1



Here is a single C24H26FN3O4S molecule in a non-equilibrium geometry from the OMol25 dataset. Energies are from ωB97M-V with the def2-TZVPD basis set.

ORCA input file:
```
! wB97M-V def2-TZVPD RIJCOSX def2/J DEFGRID3
* xyz 0 1
C -4.490 -2.942 -0.325
C -3.151 -2.479 0.106
C -2.746 -1.377 0.818
N -1.388 -1.413 0.940
C -1.011 -2.505 0.339
C 0.332 -3.020 0.189
C 1.389 -2.580 0.989
C 2.669 -3.079 0.839
C 2.917 -4.037 -0.129
C 1.883 -4.496 -0.930
C 0.606 -3.996 -0.772
H -0.203 -4.348 -1.393
H 2.074 -5.246 -1.681
H 3.915 -4.426 -0.252
H 3.456 -2.718 1.482
F 1.172 -1.665 1.949
O -2.047 -3.195 -0.193
C -3.568 -0.251 1.289
H -4.463 -0.567 1.818
H -2.984 0.442 1.886
S -4.179 0.623 -0.211
O -3.359 0.259 -1.338
O -5.587 0.349 -0.341
C -3.989 2.424 0.083
C -2.712 2.685 0.849
O -2.765 2.803 2.065
N -1.559 2.763 0.169
C -1.328 2.509 -1.233
H -0.862 3.400 -1.670
C -0.377 1.319 -1.394
N 0.867 1.592 -0.701
C 0.594 1.759 0.717
C -0.321 2.966 0.899
H 0.174 3.858 0.503
H -0.566 3.114 1.951
H 0.118 0.860 1.144
H 1.536 1.941 1.237
C 1.878 0.573 -0.943
C 3.222 1.057 -0.471
C 3.890 2.042 -1.187
C 5.116 2.516 -0.756
C 5.690 2.010 0.398
C 5.027 1.035 1.123
C 3.799 0.564 0.692
H 3.278 -0.185 1.268
H 5.466 0.643 2.029
H 6.648 2.378 0.734
H 5.627 3.281 -1.322
H 3.438 2.438 -2.084
H 1.918 0.398 -2.023
H 1.619 -0.380 -0.453
H -0.877 0.414 -1.013
H -0.171 1.178 -2.457
H -2.252 2.279 -1.757
H -4.836 2.699 0.706
H -4.054 2.909 -0.886
H -4.967 -3.526 0.463
H -5.116 -2.083 -0.554
H -4.393 -3.568 -1.208
*
```

Gap between HOMO and LUMO, eV: 8.81
E_LUMO, eV: 0.37
SMILES: Cc1oc(-c2ccccc2F)nc1CS(=O)(=O)CC(=O)N1CCN(Cc2ccccc2)CC1



Here is a molecular structure, C24H26GaO4Te from the OMol25 dataset. Energies are from ωB97M-V with the def2-TZVPD basis set.

ORCA input file:
```
! wB97M-V def2-TZVPD RIJCOSX def2/J DEFGRID3
* xyz 1 1
Ga 1.596 0.787 0.786
O 0.210 -0.502 0.286
C -0.895 0.072 -0.521
C -0.722 1.607 -0.392
O -1.517 2.331 -0.913
O 0.330 2.025 0.301
C -0.675 -0.419 -1.939
C -0.813 -1.785 -2.183
C -0.508 -2.312 -3.426
C -0.074 -1.474 -4.446
C 0.043 -0.112 -4.216
C -0.255 0.417 -2.965
C -2.211 -0.343 0.100
C -3.349 -0.405 -0.696
C -4.572 -0.729 -0.132
C -4.665 -0.998 1.226
C -3.533 -0.925 2.023
C -2.307 -0.587 1.467
H 0.122 -1.455 0.416
H -1.185 -2.441 -1.402
H -0.624 -3.373 -3.605
H 0.155 -1.881 -5.421
H 0.355 0.548 -5.015
H -0.193 1.485 -2.807
H -3.281 -0.190 -1.755
H -5.454 -0.773 -0.757
H -5.619 -1.258 1.663
H -3.599 -1.123 3.084
H -1.439 -0.507 2.111
C 2.979 2.638 -2.632
C 3.122 2.327 -1.164
O 2.696 0.952 -0.855
C 3.656 -0.068 -1.261
C 3.033 -1.434 -1.135
H 3.177 3.700 -2.778
H 1.964 2.435 -2.970
H 3.683 2.086 -3.253
H 2.467 2.966 -0.573
H 4.147 2.434 -0.806
H 4.546 0.043 -0.637
H 3.919 0.144 -2.295
H 2.813 -1.682 -0.093
H 3.744 -2.177 -1.495
H 2.126 -1.506 -1.735
Te 2.789 0.407 2.912
C 0.870 0.231 3.816
C 0.058 1.352 3.952
C -1.181 1.228 4.566
C -1.597 -0.002 5.054
C -0.783 -1.118 4.917
C 0.452 -1.007 4.290
H 0.387 2.318 3.591
H -1.814 2.099 4.671
H -2.556 -0.090 5.549
H -1.104 -2.077 5.301
H 1.086 -1.878 4.189
*
```

Gap between HOMO and LUMO, eV: 9.01
E_LUMO, eV: -2.72